1.
{
  "formula": "C10H33NO7PS5",
  "method": "ωB97M-V/def2-TZVPD",
  "elements": ["S", "S", "S", "S", "S", "P", "O", "O", "O", "O", "O", "O", "O", "N", "C", "C", "C", "C", "C", "C", "C", "C", "C", "C", "H", "H", "H", "H", "H", "H", "H", "H", "H", "H", "H", "H", "H", "H", "H", "H", "H", "H", "H", "H", "H", "H", "H", "H", "H", "H", "H", "H", "H", "H", "H", "H", "H"],
  "xyz": [[-1.5426, 0.5072, -0.3707], [7.0960, 1.2268, 0.1298], [2.9085, 0.3569, 2.3161], [-3.1560, -4.0203, -1.6313], [-5.3603, 1.8158, 4.0545], [-0.6327, 2.1917, -4.0209], [1.4857, 0.0408, 2.6479], [-2.1224, 1.5965, -1.2415], [-4.3885, 0.9004, 3.3870], [-2.2176, -3.0680, -0.9651], [0.7859, 2.9380, -4.4841], [2.2783, 1.5398, -3.8856], [5.7792, 0.6815, 0.5901], [1.8957, 2.6123, -3.6702], [-2.9187, -0.4320, 0.2927], [-6.9508, 0.9697, 4.0935], [-1.0608, 1.2678, 1.1836], [-2.5046, -5.6798, -1.3743], [8.3817, 0.2008, 0.8624], [-5.8431, 3.0600, 2.8426], [-2.8149, -3.9602, -3.4006], [2.8823, 1.5537, 0.9694], [3.5513, -1.0190, 1.3462], [7.3440, 0.6609, -1.5625], [9.3500, 0.4893, 0.4538], [3.8971, 1.7192, 0.6175], [-3.1110, -2.9802, -3.7715], [8.1800, -0.8500, 0.6533], [-6.1728, 2.5733, 1.9240], [-7.2082, 0.6190, 3.0936], [-2.5448, -1.1487, 1.0207], [-1.8993, 1.8328, 1.5927], [-1.1008, 1.4434, -5.1322], [3.6038, -1.8952, 1.9915], [-0.7482, 0.4933, 1.8826], [-3.3953, -4.7308, -3.9079], [-1.4595, -5.7186, -1.6822], [4.5499, -0.7743, 0.9826], [2.2536, 1.1804, 0.1573], [-1.7493, -4.1115, -3.5769], [8.3464, 0.9341, -1.8916], [8.3776, 0.3658, 1.9383], [-0.2247, 1.9387, 0.9943], [6.6081, 1.1507, -2.1981], [-2.5811, -5.9154, -0.3145], [-6.8679, 0.1192, 4.7677], [-1.5663, 3.2110, -3.7245], [-3.3991, -0.9658, -0.5221], [2.4700, 2.4878, 1.3515], [-3.0954, -6.3939, -1.9484], [-4.9772, 3.6857, 2.6333], [-7.7156, 1.6528, 4.4635], [7.2100, -0.4199, -1.6150], [-0.5087, 1.3720, -2.8671], [-6.6444, 3.6743, 3.2537], [-3.6344, 0.2448, 0.7625], [2.8817, -1.2246, 0.5089]],
  "e_lumo_ev": -4.8,
  "spin_multiplicity": 1,
  "orbital_gap_ev": 5.436,
  "e_above_lowest_ev": 0.4644,
  "e_tot_ha": -3313.99570,
  "total_charge": 1
}

2.
{
  "formula": "C3HBiO2",
  "method": "ωB97M-V/def2-TZVPD",
  "elements": ["Bi", "O", "O", "C", "C", "C", "H"],
  "xyz": [[3.5173, 0.1146, -0.2064], [0.0703, 1.4181, -0.1913], [1.6265, -0.1055, 0.2880], [-1.9224, -0.5947, -0.1055], [-0.7629, -0.4782, 0.2814], [0.4630, 0.2737, 0.1995], [-2.9918, -0.6280, -0.2657]],
  "e_lumo_ev": [-19.2, -19.2],
  "spin_multiplicity": 2,
  "orbital_gap_ev": [5.900, 5.595],
  "e_above_lowest_ev": 0.0000,
  "s_squared": 0.762,
  "e_tot_ha": -478.35776,
  "total_charge": 3
}

3.
{
  "formula": "C11H12O4",
  "method": "ωB97M-V/def2-TZVPD",
  "elements": ["O", "O", "O", "O", "C", "C", "C", "C", "C", "C", "C", "C", "C", "C", "C", "H", "H", "H", "H", "H", "H", "H", "H", "H", "H", "H", "H"],
  "xyz": [[1.4776, 1.1239, 1.9842], [0.0317, -2.2454, -2.3930], [-2.3978, -0.2094, 1.3620], [-1.1592, -1.6400, 0.1366], [0.7518, -2.4382, -1.1517], [0.2644, 3.7382, -1.3678], [-0.8402, 0.5987, -0.1315], [-1.1001, 1.9250, -0.2472], [0.2385, -1.6212, 0.0744], [1.2413, 0.0738, 1.3284], [0.5655, -0.0834, 0.0076], [0.0652, 2.8801, -0.2857], [0.8326, -2.1396, 1.4091], [1.5169, -1.0849, 2.0387], [-1.8556, -0.4249, 0.1439], [1.0383, 4.4769, -1.4101], [1.2581, 0.0967, -0.8025], [0.5861, 3.3272, 0.6086], [-2.5808, -0.4579, -0.7162], [0.5794, -3.4904, -0.8271], [-1.7465, 0.2576, 1.8818], [-0.8510, -1.8594, -2.1791], [-2.1205, 2.2637, -0.4795], [1.8343, -2.3093, -1.3182], [0.7774, -3.1577, 1.6334], [1.8465, -1.1662, 3.0397], [-0.2538, 3.5660, -2.3390]],
  "e_lumo_ev": -0.3,
  "spin_multiplicity": 1,
  "orbital_gap_ev": 9.205,
  "e_above_lowest_ev": 4.1412,
  "e_tot_ha": -727.18303,
  "smiles": "C=C/C=C1/[C@H](O)O[C@]2(CO)C=CC(=O)[C@H]12"
}

4.
{
  "formula": "C34H25Br2N4O4PS2Se2Zn",
  "method": "ωB97M-V/def2-TZVPD",
  "elements": ["Br", "Br", "Se", "Se", "Zn", "S", "S", "P", "O", "O", "O", "O", "N", "N", "N", "N", "C", "C", "C", "C", "C", "C", "C", "C", "C", "C", "C", "C", "C", "C", "C", "C", "C", "C", "C", "C", "C", "C", "C", "C", "C", "C", "C", "C", "C", "C", "C", "C", "C", "C", "H", "H", "H", "H", "H", "H", "H", "H", "H", "H", "H", "H", "H", "H", "H", "H", "H", "H", "H", "H", "H", "H", "H", "H", "H"],
  "xyz": [[-1.7475, 5.2841, 4.0183], [-3.7169, 0.5272, 6.4794], [2.0648, 1.3203, 3.5282], [1.8319, 1.9343, -0.2733], [-0.8294, 2.1300, 0.2443], [-2.6971, 3.1648, -1.8553], [-3.4056, 2.6709, 0.0956], [2.9272, 1.6648, 1.6006], [-3.1620, 2.1334, -2.7540], [-3.0870, 4.5135, -2.2100], [-1.2129, 3.0591, -1.6783], [-0.6706, 3.1972, 1.9545], [-2.1582, -3.4051, -4.5708], [-1.3521, 0.2447, -1.0398], [-4.2506, -2.9227, -3.9079], [-0.8842, 0.5337, 2.0233], [-0.7388, 0.0231, -2.2081], [5.4647, 4.5569, 3.0802], [4.9914, -1.5960, 0.0369], [-1.4754, 1.2361, 3.0345], [-2.7895, -5.2799, -6.1208], [-5.4757, -4.6228, -5.3835], [-1.4414, -1.5026, 3.1103], [5.0615, 0.0044, 2.3369], [-4.3742, -3.9148, -4.8660], [5.8781, 5.2069, 1.9265], [5.3878, 4.8052, 0.6773], [4.1038, -0.5341, 0.1903], [-2.7547, 1.4027, 5.0425], [5.8961, -1.8685, 1.0358], [4.0895, 3.1011, 1.7388], [-0.8066, -0.7746, 2.0816], [0.0059, -1.4713, 1.0262], [4.5028, 3.7511, 0.5871], [-2.9576, -1.4322, -1.6057], [-5.2034, -5.6829, -6.2496], [5.9236, -1.0802, 2.1965], [-3.8611, -5.9867, -6.6164], [4.1193, 0.2821, 1.3259], [-1.8892, 3.3829, 3.9845], [-2.3476, -1.6580, -2.8194], [4.5499, 3.5030, 2.9840], [-2.8789, -2.6569, -3.7699], [-2.6223, 2.7731, 5.0207], [-2.1348, -0.8184, 4.0635], [-1.3036, 2.6821, 2.9347], [-1.1796, -0.9535, -3.1073], [-3.0510, -4.2369, -5.2311], [-2.1315, 0.5972, 4.0649], [-2.4351, -0.4560, -0.7565], [-2.9209, -0.2483, 0.1942], [-1.7545, -5.5125, -6.4011], [0.1302, 0.6322, -2.4204], [0.5181, -0.7250, 0.4290], [-3.7312, -6.8376, -7.2707], [-2.6509, -1.3294, 4.8694], [-4.9874, -2.3612, -3.5404], [5.7213, 5.3565, -0.1886], [-6.0182, -6.2850, -6.6246], [-6.4894, -4.3805, -5.1323], [-3.1275, 3.3828, 5.7415], [4.2091, 2.9996, 3.8802], [0.7726, -2.1111, 1.4722], [5.8721, 4.8499, 4.0538], [-0.6308, -2.0937, 0.3916], [-0.6642, -1.0869, -4.0410], [4.0872, 3.4232, -0.3613], [-1.3416, -2.5839, 3.1432], [3.3678, -0.3182, -0.5596], [6.5617, -2.7121, 0.9819], [5.0366, 0.5672, 3.2566], [4.9717, -2.2065, -0.8727], [-3.8853, -1.9422, -1.3569], [6.5758, 6.0469, 1.9658], [6.6058, -1.3561, 2.9900]],
  "e_lumo_ev": 3.6,
  "spin_multiplicity": 1,
  "orbital_gap_ev": 5.657,
  "e_above_lowest_ev": 0.0000,
  "e_tot_ha": -14698.87030,
  "total_charge": -2
}